Entry 1:
Computed, not measured: 2 unconnected molecules or ions with the total composition C5H12O, with wB97M-V/def2-TZVPD.

Bonds (Å) are listed after each position.
Element x y z (Å)
1 C 2.29682 0.58107 -0.04160  C2 1.511, H4 1.178, H5 1.060, H6 1.117
2 C 1.24833 1.27058 0.80039  C1 1.511, C3 1.347, H7 1.081
3 C 1.38985 1.55042 2.11005  C2 1.347, H8 1.109, H9 1.131
4 H 3.23603 1.24981 -0.28358  C1 1.178
5 H 2.70367 -0.28887 0.40658  C1 1.060
6 H 1.82019 0.21408 -0.98277  C1 1.117
7 H 0.39843 1.49003 0.16886  C2 1.081
8 H 0.57392 2.02643 2.69038  C3 1.109
9 H 2.21891 1.23801 2.81309  C3 1.131
10 C -1.75274 -1.65298 -1.14754  O11 1.340, C12 1.567, H13 1.095, H14 1.137
11 O -0.45509 -1.62407 -1.48157  C10 1.340, H15 1.005
12 C -2.28737 -0.29278 -0.58358  C10 1.567, H16 1.094, H17 1.138, H18 1.018
13 H -2.36322 -1.78593 -2.04646  C10 1.095
14 H -1.95590 -2.42422 -0.33783  C10 1.137
15 H 0.20565 -1.81004 -0.74801  O11 1.005
16 H -1.56623 0.25571 0.02953  C12 1.094
17 H -2.60928 0.46370 -1.36998  C12 1.138
18 H -3.10195 -0.46096 0.00405  C12 1.018

Output
Gap between HOMO and LUMO (alpha / beta) ... 7.7 / 3.5 eV
Expectation value of S² ... 0.753
E ... -272.51196 a.u.
F_max ... 5.1 eV Å⁻¹
Lowest unoccupied orbital energy (alpha / beta) ... -5.46 / -9.65 eV
2S+1 ... 2
Net charge ... +1

Atom charges from the Mulliken analysis, given in e for atoms 1 to 8: C -0.98; C 0.42; C -0.51; H 0.36; H 0.38; H 0.32; H 0.40; H 0.31

---

Entry 2:
Computed, not measured: 3 unconnected molecules or ions with the total composition C5H12O2, with wB97M-V/def2-TZVPD.

Bonds (Å) are listed after each position.
Element x y z (Å)
1 C -3.07140 -0.45848 0.90568  C2 1.322, H6 1.075, H7 1.091
2 C -2.49538 0.68075 1.25047  C1 1.322, C3 1.493, H8 1.079
3 C -1.08734 0.82209 1.72521  C2 1.493, C4 1.317, H9 1.086
4 C -0.06473 0.96562 0.90859  C3 1.317, C5 1.500, H10 1.089
5 C 1.38084 1.16343 1.25465  C4 1.500, H11 1.091, H12 1.093, H13 1.090
6 H -4.09100 -0.50160 0.56823  C1 1.075
7 H -2.47249 -1.36983 0.90421  C1 1.091
8 H -3.06106 1.59978 1.26059  C2 1.079
9 H -1.01027 0.83482 2.80843  C3 1.086
10 H -0.26233 0.96882 -0.16217  C4 1.089
11 H 1.92166 1.56549 0.39679  C5 1.091
12 H 1.95040 0.29582 1.59641  C5 1.093
13 H 1.49683 1.88000 2.06780  C5 1.090
14 H 2.28189 -2.24549 -2.03755  O16 0.970
15 H 1.28152 -1.80590 -0.94627  O16 0.973
16 O 1.99939 -2.43707 -1.12966  H14 0.970, H15 0.973
17 H 1.07185 -0.32671 -3.57048  O19 0.980
18 H 2.54966 -0.59589 -3.93660  O19 0.975
19 O 1.68195 -1.03564 -3.86434  H17 0.980, H18 0.975

Output
Gap between HOMO and LUMO (alpha / beta) ... 2.7 / 10.2 eV
Expectation value of S² ... 0.750
E ... -348.10093 a.u.
F_max ... 1.0 eV Å⁻¹
Lowest unoccupied orbital energy (alpha / beta) ... 3.48 / 3.39 eV
2S+1 ... 2
Net charge ... -1

Atom charges from the Mulliken analysis, given in e for atoms 1 to 8: C -0.65; C -0.39; C -0.20; C -0.54; C -1.56; H 0.29; H 0.29; H 0.32

---

Entry 3:
Computed, not measured: 2 unconnected molecules or ions with the total composition C5H12O2, with wB97M-V/def2-TZVPD.

Bonds (Å) are listed after each position.
Element x y z (Å)
1 C -1.41484 -0.63366 1.32401  O2 1.416, H8 1.096, H9 1.092, H10 1.100
2 O -0.21780 -0.40199 0.60340  C1 1.416, C3 1.437
3 C -0.32140 0.58048 -0.44041  O2 1.437, C4 1.521, C5 1.524, H11 1.099
4 C -0.48470 1.97358 0.14844  C3 1.521, H12 1.094, H13 1.094, H14 1.095
5 C 0.92983 0.47885 -1.30373  C3 1.524, H15 1.096, H16 1.095, H17 1.084
6 C 2.18635 -2.47850 -0.20430  O7 1.312, H18 1.141
7 O 0.89976 -2.63120 -0.40857  C6 1.312, H19 0.991
8 H -1.68706 0.21938 1.95646  C1 1.096
9 H -1.22555 -1.49738 1.96439  C1 1.092
10 H -2.25307 -0.86264 0.64928  C1 1.100
11 H -1.20958 0.33896 -1.04151  C3 1.099
12 H 0.37109 2.21130 0.78759  C4 1.094
13 H -1.40426 2.04480 0.73662  C4 1.094
14 H -0.53012 2.70882 -0.66118  C4 1.095
15 H 1.81896 0.61741 -0.67735  C5 1.096
16 H 0.91789 1.27433 -2.05592  C5 1.095
17 H 0.99385 -0.47348 -1.81811  C5 1.084
18 H 2.29250 -1.54663 0.44484  C6 1.141
19 H 0.33816 -1.92242 -0.00393  O7 0.991

Output
Gap between HOMO and LUMO ... 8.9 eV
E ... -348.06016 a.u.
F_max ... 0.7 eV Å⁻¹
Lowest unoccupied orbital energy ... 0.78 eV
2S+1 ... 1
Net charge ... 0

Atom charges from the Mulliken analysis, given in e for atoms 1 to 8: C -0.84; O -0.46; C 0.75; C -1.39; C -1.53; C -0.23; O -0.32; H 0.31

---

Entry 4:
Computed, not measured: 2 unconnected molecules or ions with the total composition C5H12O2, with wB97M-V/def2-TZVPD.

Bonds (Å) are listed after each position.
Element x y z (Å)
1 C 2.18414 0.66781 -0.05566  O2 1.375, H8 1.095, H10 1.088
2 O 0.88892 0.81165 0.38365  C1 1.375, C3 1.301
3 C 0.00056 0.04826 -0.18231  O2 1.301, C5 1.490, H11 1.092
4 C 1.32169 -1.92825 -0.07384  H9 1.315, H12 1.099, H13 1.094, H14 1.093
5 C -1.32513 -0.07427 0.48723  C3 1.490, C6 1.534, H15 1.095, H16 1.098
6 C -2.34195 0.95739 -0.01750  C5 1.534, O7 1.409, H17 1.103, H18 1.094
7 O -1.98362 2.27635 0.32324  C6 1.409, H19 0.967
8 H 2.29892 0.82311 -1.13322  C1 1.095
9 H 1.96875 -0.78573 0.00288  C4 1.315
10 H 2.85047 1.27002 0.55804  C1 1.088
11 H 0.07857 -0.09861 -1.26110  C3 1.092
12 H 2.20080 -2.49117 0.26925  C4 1.099
13 H 1.12793 -2.22525 -1.10909  C4 1.094
14 H 0.48818 -2.25098 0.55518  C4 1.093
15 H -1.18977 0.04621 1.56743  C5 1.095
16 H -1.71051 -1.08566 0.29985  C5 1.098
17 H -2.47329 0.84150 -1.10653  C6 1.103
18 H -3.31454 0.77592 0.44986  C6 1.094
19 H -1.07012 2.42171 0.04265  O7 0.967

Output
Gap between HOMO and LUMO ... 8.2 eV
E ... -348.01110 a.u.
F_max ... 0.4 eV Å⁻¹
Lowest unoccupied orbital energy ... 0.48 eV
2S+1 ... 1
Net charge ... 0

Atom charges from the Mulliken analysis, given in e for atoms 1 to 8: C -0.69; O -0.26; C -0.34; C -0.97; C -0.33; C -0.55; O -0.51; H 0.29

---

Entry 5:
Computed, not measured: 2 unconnected molecules or ions with the total composition C5H12O2, with wB97M-V/def2-TZVPD.

Bonds (Å) are listed after each position.
Element x y z (Å)
1 C 2.63743 -0.35372 0.55832  C2 1.526, H8 1.094, H9 1.094, H10 1.097
2 C 1.45157 0.12966 -0.27229  C1 1.526, C3 1.532, H11 1.099, H12 1.100
3 C 0.20159 -0.72031 -0.02514  C2 1.532, O4 1.414, C5 1.518, H13 1.101
4 O -0.26298 -0.60952 1.30596  C3 1.414, H14 0.972
5 C -0.89679 -0.46672 -1.04117  C3 1.518, C6 1.332, H15 1.091
6 C -2.18790 -0.66255 -0.78031  C5 1.332, H17 1.088, H18 1.087
7 O -1.90260 2.01131 0.73570  H16 0.965, H19 0.966
8 H 3.52830 0.25774 0.38409  C1 1.094
9 H 2.39573 -0.32521 1.62464  C1 1.094
10 H 2.89130 -1.39072 0.30475  C1 1.097
11 H 1.70415 0.09333 -1.34092  C2 1.099
12 H 1.21634 1.17838 -0.03876  C2 1.100
13 H 0.49290 -1.77683 -0.13036  C3 1.101
14 H -0.56834 0.30328 1.44239  O4 0.972
15 H -0.58069 -0.13816 -2.03278  C5 1.091
16 H -2.01088 1.36824 0.02399  O7 0.965
17 H -2.50264 -0.99535 0.20649  C6 1.088
18 H -2.95710 -0.51309 -1.53391  C6 1.087
19 H -2.64941 2.61023 0.60931  O7 0.966

Output
Gap between HOMO and LUMO ... 10.8 eV
E ... -348.16184 a.u.
F_max ... 0.3 eV Å⁻¹
Lowest unoccupied orbital energy ... 0.86 eV
SMILES ... C=C[C@H](O)CC.O
2S+1 ... 1
Net charge ... 0

Atom charges from the Mulliken analysis, given in e for atoms 1 to 8: C -1.18; C -0.39; C 0.39; O -0.56; C -0.41; C -0.99; O -0.65; H 0.36

---

Entry 6:
Computed, not measured: a single C5H12O2 molecule, with wB97M-V/def2-TZVPD.

Bonds (Å) are listed after each position.
Element x y z (Å)
1 C 2.38763 0.28504 1.06813  C2 1.524, H8 1.094, H9 1.097, H10 1.094
2 C 0.92496 0.63301 0.82119  C1 1.524, C3 1.528, H11 1.100, H12 1.099
3 C 0.24931 -0.39907 -0.08005  C2 1.528, O4 1.410, C5 1.558, H13 1.099
4 O 0.40725 -1.68659 0.47198  C3 1.410, H14 0.966
5 C -1.24669 -0.03930 -0.32692  C3 1.558, C6 1.523, O7 1.425, H15 1.102
6 C -1.50169 0.42326 -1.75585  C5 1.523, H16 1.095, H17 1.096, H18 1.097
7 O -2.00729 -1.20607 -0.02399  C5 1.425, H19 0.957
8 H 2.45908 -0.72268 1.48708  C1 1.094
9 H 2.95470 0.29576 0.12971  C1 1.097
10 H 2.85858 0.98885 1.76105  C1 1.094
11 H 0.37897 0.65468 1.77630  C2 1.100
12 H 0.82603 1.63296 0.37528  C2 1.099
13 H 0.76623 -0.42299 -1.04966  C3 1.099
14 H -0.40669 -1.87718 0.95595  O4 0.966
15 H -1.52967 0.77191 0.36377  C5 1.102
16 H -1.25578 -0.38122 -2.45634  C6 1.095
17 H -2.55071 0.70246 -1.90611  C6 1.096
18 H -0.88148 1.29511 -1.99834  C6 1.097
19 H -2.83274 -0.94793 0.38684  O7 0.957

Output
Gap between HOMO and LUMO ... 10.6 eV
E ... -348.17634 a.u.
F_max ... 0.3 eV Å⁻¹
Lowest unoccupied orbital energy ... 0.72 eV
SMILES ... CC[C@@H](O)[C@@H](C)O
2S+1 ... 1
Net charge ... 0

Atom charges from the Mulliken analysis, given in e for atoms 1 to 8: C -1.25; C -0.46; C 0.03; O -0.58; C 0.34; C -1.45; O -0.60; H 0.29

---

What is the formula in the first record?
C5H12O

---

Number 2 is which compound?
C5H12O2

---

The highest F_max belongs to which entry?
C5H12O

---

The highest F_max belongs to which entry?
C5H12O